(1)
This record from OMol25 describes 6 unconnected molecules or ions with the total composition C3H15NO8 at a distorted geometry. The level of theory is ωB97M-V/def2-TZVPD.

Geometry as XYZ:
```
27
Properties=species:S:1:pos:R:3:forces:R:3:lowdin_charge:R:1
O 2.364 -0.081 2.993 -0.824 0.181 -0.972 0.0452
C 1.854 -0.146 1.898 1.424 0.050 -0.950 -0.2509
C 0.455 -0.694 1.616 -0.200 0.160 1.911 -0.1685
N 0.076 -0.842 0.247 -0.001 1.092 -1.175 0.0645
C 0.468 -1.964 -0.441 0.724 0.583 2.824 -0.5677
O 0.459 -2.143 -1.613 -0.423 -0.861 -2.277 0.0874
O 0.967 -2.913 0.431 -1.358 2.384 1.083 0.1068
H 2.488 0.035 0.935 -0.698 0.042 1.091 0.1435
H 0.658 -1.708 2.109 -1.510 1.424 -0.370 0.1527
H -0.337 0.006 2.040 1.079 -1.341 0.271 0.1392
H -0.374 0.056 -0.222 1.128 -2.926 0.815 0.1623
H 1.395 -3.612 0.005 0.826 -1.603 -1.610 0.0935
O 0.298 3.683 -0.934 8.374 -6.347 6.087 0.0347
H 0.035 3.185 -0.161 -1.407 0.382 -0.173 -0.0143
H -0.141 4.155 -1.448 -6.923 6.072 -6.210 -0.1046
O -3.410 0.678 0.218 1.732 -1.302 2.196 -0.0471
H -2.672 0.610 -0.405 0.009 0.080 -0.176 -0.0452
H -4.042 1.168 -0.215 -2.328 1.609 -1.505 -0.0121
O -0.921 2.249 0.997 0.186 0.940 3.330 -0.0928
H -1.839 2.589 1.006 0.345 -0.563 -0.410 0.0699
H -0.652 2.477 1.971 -0.452 -0.706 -2.629 0.1304
O 0.619 0.206 -2.657 -1.301 -1.255 -2.222 -0.0317
H 1.196 0.660 -2.095 1.565 0.742 1.236 0.0287
H 0.766 -0.776 -2.662 0.168 1.200 0.527 0.0571
O -1.737 0.136 -1.614 -1.213 -2.816 0.530 -0.0970
H -1.854 -0.875 -1.465 0.252 2.611 -0.613 0.1272
H -0.930 0.222 -2.136 0.824 0.166 -0.609 -0.0113
```
Forces are in eV/Å.

Output
LUMO level: 0.22 eV
SMILES: O=CCNC(=O)O.O.O.O.O.O
molecular weight: 193.15 g/mol
multiplicity: 1

---

(2)
This record from OMol25 describes 5 unconnected molecules or ions with the total composition C3H15O4S at a distorted geometry. The level of theory is ωB97M-V/def2-TZVPD.

Geometry as XYZ:
```
23
Properties=species:S:1:pos:R:3:forces:R:3:lowdin_charge:R:1
C -2.538 0.343 -1.399 0.983 2.979 1.403 -0.1173
C -1.022 0.630 -1.731 -1.303 -3.684 -0.865 -0.3491
C -0.193 -0.490 -1.055 0.057 0.537 -0.044 -0.7681
S 1.532 -0.155 -1.385 1.242 0.225 0.369 0.3114
H -2.729 -0.665 -1.098 0.197 -0.494 0.770 0.0444
H -2.823 0.379 -2.395 -2.229 0.451 -1.529 0.0119
H -3.022 1.144 -0.707 0.561 -1.582 -1.306 0.0946
H -1.018 0.598 -2.867 0.732 -0.408 1.198 0.1056
H -0.495 1.509 -1.552 -0.062 1.856 0.957 0.0072
H -0.397 -1.508 -1.474 -0.419 0.746 0.588 0.0497
H -0.395 -0.405 0.065 -0.036 -0.492 -1.302 0.0690
H 1.943 -0.218 0.753 0.319 -1.700 -0.436 -0.0780
H 2.283 0.243 2.051 0.470 -1.716 0.153 0.0723
O 2.205 -0.671 1.635 0.119 3.807 -0.072 -0.1963
H 1.968 3.297 -1.152 -2.667 1.630 -1.357 0.0977
H 0.683 2.791 -0.958 -0.958 0.098 -0.373 -0.0326
O 0.980 3.607 -1.400 3.761 -1.747 1.684 -0.1603
H 0.315 -2.540 1.126 0.051 0.873 -3.054 -0.0016
H 1.492 -2.585 2.185 2.045 0.728 -0.661 0.0093
O 0.600 -2.693 1.975 -2.269 -2.642 3.332 -0.0193
H 0.760 -0.520 2.745 2.568 -0.181 -2.340 -0.0942
H -0.176 -1.510 3.332 0.093 -0.153 -0.328 0.0073
O 0.048 -0.582 3.305 -3.257 0.870 3.216 -0.0637
```
Forces are in eV/Å.

Output
LUMO level: 3.60 eV
total charge: -1
molecular weight: 147.22 g/mol
multiplicity: 1

---

(3)
This record from OMol25 describes 3 unconnected molecules or ions with the total composition C3H16N2O2 at a distorted geometry. The level of theory is ωB97M-V/def2-TZVPD.

Geometry as XYZ:
```
23
Properties=species:S:1:pos:R:3:forces:R:3:lowdin_charge:R:1
C 0.782 1.123 -1.142 0.674 0.650 -1.095 -0.1446
C 0.705 0.357 0.176 -1.015 -1.120 0.386 -0.1728
C 1.623 -0.853 -0.027 -1.160 -0.105 -1.179 -0.1583
N 1.841 -1.794 1.107 0.796 -0.219 1.507 0.1933
N -0.414 2.069 -1.219 0.631 -1.049 1.365 0.2039
H 0.780 0.489 -2.074 -0.296 0.372 1.107 0.1600
H 1.721 1.727 -1.245 -0.901 -0.316 0.342 0.1591
H -0.322 -0.068 0.312 0.631 0.493 -0.151 0.1181
H 0.878 0.955 1.085 0.396 0.044 -0.500 0.1421
H 1.069 -1.424 -0.809 0.934 0.031 0.529 0.1507
H 2.578 -0.517 -0.427 0.201 -0.318 0.252 0.1425
H 1.810 -1.378 2.063 0.350 0.226 -0.781 0.1964
H 1.142 -2.541 1.220 -0.311 0.240 -0.818 0.1385
H 2.769 -2.246 1.002 -0.523 0.211 0.166 0.1939
H -0.431 2.513 -0.279 -0.508 0.166 -0.815 0.1772
H -1.274 1.486 -1.301 0.182 0.916 -0.077 0.1592
H -0.310 2.781 -1.939 -0.308 -0.005 -0.163 0.1801
H -4.231 1.638 -0.346 0.590 -0.053 0.069 0.0701
H -3.597 1.939 0.986 0.152 0.009 0.087 0.0523
O -3.361 1.645 0.098 -0.465 0.012 -0.286 -0.0712
H -1.715 -2.147 0.567 0.135 0.412 -0.087 0.0721
H -1.160 -3.324 1.229 0.362 -0.019 0.202 0.0851
O -0.881 -2.432 0.965 -0.550 -0.580 -0.061 -0.0479
```
Forces are in eV/Å.

Output
LUMO level: -6.34 eV
total charge: +2
molecular weight: 112.17 g/mol
multiplicity: 1